# 1
Entry from the Open Molecules 2025 dataset: 5 unconnected molecules or ions with the total composition C32H36BrF4N5O3P at a distorted geometry (wB97M-V/def2-TZVPD).

Calculated values
Frontier orbital gap (eV): 6.57
HOMO (eV): -10.1761
Total charge: +1
Electronic energy (a.u.): -5055.1139

Geometry as XYZ:
```
82
Properties=species:S:1:pos:R:3:lowdin_charge:R:1
H 3.87 0.12 2.11 0.104
C 1.89 0.48 2.75 -0.423
P 0.28 -0.18 6.09 0.954
H 3.26 0.04 -9.07 0.106
H -0.19 -1.57 -2.55 0.108
C 0.04 -1.97 -8.36 -0.031
C 2.66 1.23 6.23 -0.492
H -2.14 -2.24 -11.58 0.117
H -2.20 0.24 7.58 0.070
H 1.61 -1.47 7.66 0.023
F -4.15 -2.96 -13.02 0.059
F -0.80 -0.13 -7.17 0.043
H 1.42 1.06 -7.76 0.114
C 1.88 3.09 5.37 -0.805
C 0.70 -0.98 -2.75 -0.075
H 3.80 2.39 5.06 0.147
H 2.36 4.30 3.83 0.098
N 1.73 0.74 5.43 -0.088
C 0.19 -0.68 -7.89 -0.297
H -6.39 -2.22 -11.96 0.118
N 1.55 1.81 3.22 0.077
C -5.60 -1.25 -10.20 -0.083
C 1.73 -0.94 -1.82 -0.029
O -0.37 3.06 2.93 0.111
H -6.58 -0.98 -9.82 0.104
H 1.37 -2.38 6.14 0.057
H 0.10 3.19 0.51 0.095
H -3.31 -2.52 10.64 0.121
H -4.54 -0.35 -8.57 0.101
C 2.36 -0.53 -8.87 -0.078
C 0.80 -0.26 -3.93 -0.080
H -3.57 2.00 8.66 0.107
C 1.22 1.90 4.61 -0.316
O 1.07 -0.16 2.12 0.120
H 0.96 -3.54 -9.49 0.108
H 0.83 1.61 0.47 0.080
H -2.32 -0.97 -9.45 0.080
Br 0.84 3.39 7.02 0.849
F 3.84 -0.12 -1.18 0.035
C 2.84 -0.17 -2.09 -0.293
F -1.95 -2.18 8.47 0.029
H 0.09 -1.32 4.24 0.066
C -2.69 -1.21 9.07 -0.279
C -4.13 -0.53 10.83 -0.072
H 1.67 -1.49 -0.89 0.112
C 0.87 2.57 0.94 0.035
C 1.07 -2.54 -9.11 -0.074
C -3.51 1.02 9.10 -0.078
C 1.93 0.50 -4.19 -0.071
H 3.24 -1.09 3.18 0.096
C -3.10 -1.95 -11.18 -0.013
H 3.47 1.26 8.08 0.145
O -0.47 -0.74 4.77 -0.234
C -4.25 -2.28 -11.86 -0.288
C 0.59 2.50 2.41 -0.417
H 1.11 4.83 4.75 0.079
C 2.96 0.55 -3.26 -0.016
H -4.66 -0.75 11.75 0.110
C -4.46 -0.89 -9.50 -0.093
H -0.87 -2.52 -8.15 0.118
C 0.94 -1.70 6.86 -0.216
H 0.06 -2.19 7.27 0.030
N 2.00 4.35 4.77 0.074
C -3.21 -1.25 -9.99 -0.082
H -4.80 1.50 10.75 0.106
C -4.20 0.74 10.27 -0.086
H 2.01 1.06 -5.11 0.099
C 1.34 0.05 -8.14 -0.025
N 3.13 2.49 5.81 0.096
C 3.26 -0.03 3.00 0.031
H 3.02 -2.26 -9.94 0.104
C 2.23 -1.82 -9.36 -0.089
C -5.51 -1.94 -11.40 -0.017
H 3.18 -0.31 7.43 0.115
H 3.77 0.44 3.83 0.061
H 0.00 -0.30 -4.66 0.095
C -3.37 -1.52 10.23 -0.014
H 3.85 1.15 -3.43 0.118
H 0.16 1.96 4.83 0.100
H 1.82 3.06 0.77 0.098
C -2.75 0.04 8.49 -0.031
N 3.12 0.69 7.33 0.263
```

# 2
Entry from the Open Molecules 2025 dataset: a molecular structure, C32H36Cl3FN5OPtSSi at a distorted geometry (wB97M-V/def2-TZVPD).

Calculated values
ΔE to the lowest compared entry with this formula, charge and spin (kcal/mol): 52.3
Frontier orbital gap (alpha / beta) (eV): 5.15 / 5.16
HOMO (alpha / beta) (eV): -10.1315 / -10.1318
Total charge: +1
Electronic energy (a.u.): -3877.3346

Geometry as XYZ:
```
81
Properties=species:S:1:pos:R:3:lowdin_charge:R:1
H -1.86 -3.33 1.65 0.071
N -1.83 0.67 -0.10 0.004
N -2.15 1.93 -0.45 -0.062
H 6.52 3.65 1.30 0.091
N 0.67 1.98 0.26 0.008
C -3.31 -1.78 -2.74 -0.100
H -3.10 -4.16 0.69 0.099
H -2.80 -6.76 0.22 0.081
C 2.98 1.58 -0.20 -0.193
C -1.70 3.70 -1.97 0.020
H -3.64 -2.59 -0.78 0.079
H -4.39 -3.52 -2.05 0.116
C 0.14 -0.34 2.45 -0.363
H -4.18 -1.12 -2.71 0.078
C -1.58 -5.49 1.50 -0.292
C -2.96 0.11 0.30 -0.147
H -0.55 -5.42 1.81 0.074
H 5.08 1.24 -0.47 0.116
H 4.03 3.67 2.87 0.124
C 6.18 2.64 1.56 -0.036
C 4.72 2.48 1.23 -0.259
H 1.98 3.97 -0.90 0.117
N 2.59 0.88 -1.37 -0.049
C 1.12 -0.21 4.66 0.009
C -2.04 -4.14 0.95 -0.333
C -1.75 -6.64 0.51 -0.107
Cl 2.27 -2.72 -1.20 0.347
Si 1.95 -1.80 0.59 -0.697
H -1.72 -3.80 -2.74 0.097
H 1.63 3.40 2.32 0.133
H 2.12 0.39 2.88 0.065
C 1.32 -0.13 -2.78 -0.160
C -2.29 -3.91 -1.82 -0.315
H -2.57 -4.96 -1.74 0.090
C -1.00 -0.90 3.02 -0.131
C 2.40 2.95 1.71 -0.003
H -1.16 -6.48 -0.40 0.065
C 2.55 0.07 -3.43 -0.034
H -1.41 -7.57 0.94 0.081
C 4.33 1.73 0.12 -0.024
S -1.08 -3.64 -0.51 0.923
C -1.46 5.63 -3.56 -0.042
H -2.43 -1.20 -2.46 0.055
H -1.98 5.08 -4.34 0.086
C -3.47 2.16 -0.26 -0.027
H -3.19 -2.12 -3.77 0.081
Cl 1.41 -3.31 1.90 0.358
C 2.02 2.18 0.61 -0.300
C 0.94 3.90 -1.19 0.016
C 3.74 3.09 2.01 -0.017
H 1.94 0.04 5.32 0.127
C -0.89 4.69 -2.53 -0.256
C -1.22 2.82 -1.02 -0.112
H -3.90 3.13 -0.46 0.133
H -1.99 -1.53 4.84 0.124
C -3.49 -2.96 -1.79 -0.276
H -2.18 6.31 -3.10 0.091
C -1.10 -1.10 4.39 0.001
O -0.98 -2.12 -0.43 -0.660
C -4.03 1.01 0.23 -0.017
H 1.08 5.54 -2.54 0.121
H 6.79 1.93 1.01 0.080
H 0.43 -0.62 -3.14 0.118
H -0.67 6.23 -4.02 0.080
F -0.11 -0.96 6.51 0.072
Pt 0.28 -0.21 0.42 1.142
H -2.94 -0.92 0.61 0.085
H -5.06 0.84 0.50 0.108
H -2.72 3.61 -2.30 0.123
N 1.34 0.35 -1.55 -0.069
H 4.33 1.08 -2.57 0.133
Cl 3.81 -1.23 1.25 0.368
C 0.14 2.88 -0.60 -0.210
H -1.85 -1.17 2.40 0.065
C 0.44 4.78 -2.11 -0.024
H -2.17 -5.69 2.39 0.119
H 2.82 -0.21 -4.43 0.109
C -0.03 -0.76 5.19 -0.277
C 1.21 -0.02 3.29 -0.150
H 6.35 2.50 2.62 0.087
C 3.33 0.71 -2.50 -0.026
```

# 3
Entry from the Open Molecules 2025 dataset: a molecular structure, C32H36F5N6O2PPtS3Te (wB97M-V/def2-TZVPD).

Calculated values
ΔE to the lowest compared entry with this formula, charge and spin (kcal/mol): 0.0
Frontier orbital gap (eV): 6.97
HOMO (eV): -13.1404
Total charge: +2
Electronic energy (a.u.): -4142.0947

Geometry as XYZ:
```
87
Properties=species:S:1:pos:R:3:lowdin_charge:R:1
C -5.26 -1.81 1.04 -0.054
C 7.20 -0.71 -3.55 -0.339
C 0.21 -4.08 -0.63 -0.052
P -1.87 -0.62 -0.92 0.879
S 5.78 -1.79 -3.99 1.065
F 3.19 -2.05 -1.36 -0.265
H 4.87 0.33 -1.29 0.066
N -0.48 0.90 5.21 -0.077
C -3.46 -1.35 -0.49 -0.363
H 0.43 -4.78 0.16 0.118
N -0.58 -1.50 4.95 -0.079
H 1.87 0.75 3.13 0.063
C -3.58 1.67 -3.82 -0.048
H -0.97 -2.80 0.62 0.090
C 6.87 -0.12 -2.18 -0.140
C -5.88 -2.59 0.07 -0.047
C 0.47 3.93 -1.48 -0.007
C -0.55 -2.95 -0.37 -0.099
N -0.05 2.91 -0.75 -0.178
C -1.19 1.77 -4.13 -0.056
C -5.29 -2.75 -1.18 -0.048
C -0.65 1.08 3.79 -0.197
H -0.66 -1.63 -3.50 0.108
F 1.26 2.68 1.63 -0.451
O 2.59 0.15 -2.31 -0.432
H -4.27 0.45 -2.20 0.111
H 0.98 -1.70 6.33 0.138
H 0.29 5.93 -2.13 0.126
H -5.72 -1.69 2.01 0.116
H -1.80 -1.26 3.29 0.114
H -1.89 6.26 -0.89 0.128
C -0.16 5.14 -1.55 -0.006
H 1.46 1.71 5.20 0.140
C -2.48 2.15 -4.51 -0.050
C 4.82 -0.97 -2.86 -0.678
S -2.07 1.78 0.80 0.740
H 1.29 -2.43 4.75 0.134
H -0.31 -2.19 3.02 0.122
H 8.11 -1.30 -3.54 0.096
C 0.33 -3.45 -2.95 -0.081
H -5.77 -3.36 -1.93 0.117
C -2.12 0.44 -2.35 -0.351
C 0.95 0.80 5.52 -0.135
H -0.33 2.13 -4.67 0.114
H 1.21 -5.22 -2.14 0.119
H -0.02 0.66 -2.73 0.079
C -0.41 -2.30 -2.69 -0.085
C -1.01 0.92 -3.05 -0.116
F 3.02 2.95 -0.38 -0.381
H -6.83 -3.06 0.28 0.118
H -4.58 1.97 -4.12 0.117
H -0.15 1.98 3.45 0.115
C 0.65 -4.33 -1.93 -0.059
C -1.23 3.03 -0.09 -0.535
F 3.62 2.00 2.00 -0.433
O 0.64 1.77 -0.74 -0.436
H 1.08 0.68 6.59 0.138
H 0.64 -3.66 -3.96 0.117
S 2.98 -1.18 -2.69 0.999
H -1.02 -0.45 6.71 0.137
C -1.14 -0.33 5.63 -0.141
H -3.57 -0.61 1.53 0.061
H -2.82 4.36 0.39 0.117
C 1.38 -0.18 3.41 -0.207
H -3.62 -2.28 -2.43 0.119
C -3.41 0.82 -2.74 -0.063
H 7.27 0.06 -4.32 0.094
H 7.26 -0.73 -1.36 0.144
Pt -0.75 -0.06 0.92 0.617
C -4.05 -1.20 0.76 -0.098
C -1.89 4.26 -0.15 -0.067
H -2.61 2.81 -5.35 0.116
C -0.85 -2.04 -1.40 -0.337
N 1.54 -0.36 4.83 -0.075
H 7.24 0.90 -2.06 0.142
C -1.37 5.31 -0.86 -0.014
N -0.07 -0.08 3.01 -0.226
H 1.83 -1.02 2.88 0.131
H 1.40 3.69 -1.96 0.138
C -0.74 -1.33 3.53 -0.195
C 0.85 -1.57 5.26 -0.147
C -4.08 -2.14 -1.45 -0.083
N 5.40 -0.13 -2.08 0.031
H -2.21 -0.26 5.41 0.135
Te 2.43 1.52 0.64 1.981
H -1.71 1.14 3.55 0.096
F 4.16 0.64 -0.10 -0.515
```